(1)
ORCA calculation (wB97M-V/def2-TZVPD) on a cluster of 9 separate species, C9H36N18O9 in total at a distorted geometry.

The geometry in XYZ format:
```
72
Properties=species:S:1:pos:R:3
N 3.27 -0.10 0.98
C 3.60 -1.34 1.39
N 4.87 -1.74 1.05
O 2.84 -1.97 2.12
H 3.63 0.31 0.14
H 2.42 0.29 1.35
H 5.33 -1.09 0.43
H 5.50 -2.11 1.75
N 1.32 4.62 0.77
C 2.06 3.96 -0.18
N 1.99 4.48 -1.44
O 2.68 2.94 0.10
H 1.63 4.36 1.70
H 1.13 5.59 0.61
H 2.46 4.15 -2.26
H 1.28 5.20 -1.50
N 0.47 0.95 0.18
C -0.74 0.84 0.75
N -1.34 -0.37 0.59
O -1.27 1.78 1.35
H 0.90 0.20 -0.34
H 0.78 1.87 -0.07
H -2.32 -0.53 0.67
H -0.76 -1.02 0.06
N -0.71 4.53 5.53
C -1.46 3.66 4.79
N -1.14 3.67 3.46
O -2.34 2.95 5.23
H -0.85 4.64 6.52
H -0.04 5.17 5.14
H -1.33 2.87 2.88
H -0.48 4.34 3.12
N -0.80 -4.30 -1.82
C -1.75 -4.90 -2.59
N -2.18 -4.11 -3.64
O -2.15 -6.04 -2.46
H -0.58 -3.33 -1.91
H -0.37 -4.88 -1.10
H -2.77 -4.61 -4.28
H -1.75 -3.24 -3.86
N 1.99 -5.62 2.00
C 1.31 -5.12 0.93
N 1.15 -3.77 0.88
O 0.82 -5.86 0.08
H 2.48 -4.98 2.60
H 1.96 -6.61 2.09
H 1.63 -3.19 1.55
H 0.51 -3.45 0.18
N -4.15 1.33 0.47
C -4.73 0.57 1.43
N -4.00 0.42 2.57
O -5.81 0.05 1.24
H -4.56 1.35 -0.44
H -3.24 1.77 0.55
H -3.16 0.97 2.68
H -4.25 -0.28 3.24
N 2.80 -1.86 -1.69
C 1.52 -1.44 -1.98
N 1.57 -0.49 -2.93
O 0.52 -1.72 -1.33
H 2.84 -2.54 -0.95
H 3.46 -1.88 -2.44
H 2.43 -0.27 -3.39
H 0.65 -0.23 -3.29
N -1.44 2.57 -2.82
C -1.42 1.64 -3.81
N -2.65 1.38 -4.30
O -0.41 1.04 -4.16
H -2.24 3.16 -2.69
H -0.55 2.77 -2.39
H -3.39 2.04 -4.19
H -2.67 0.60 -4.93
```

Results
Highest occupied orbital energy = -8.94 eV
Strongest force on any atom = 0.042 Eh/bohr
DFT total energy = -2027.68031 hartree
Molar mass = 540.50 g mol⁻¹



(2)
ORCA calculation (wB97M-V/def2-TZVPD) on a cluster of 9 separate species, C9H36O9 in total.

The geometry in XYZ format:
```
54
Properties=species:S:1:pos:R:3
C 1.23 -2.09 3.11
O -0.11 -1.88 3.62
H 1.27 -1.64 2.12
H 1.95 -1.60 3.76
H 1.43 -3.15 2.99
H -0.29 -2.54 4.29
C -0.02 -0.57 -4.71
O -0.77 0.04 -5.75
H 0.01 -1.66 -4.70
H 1.03 -0.24 -4.78
H -0.42 -0.20 -3.77
H -0.53 -0.33 -6.61
C 0.51 2.39 3.61
O 1.14 3.64 3.83
H -0.19 2.21 4.43
H -0.03 2.41 2.67
H 1.18 1.52 3.57
H 1.58 3.63 4.69
C 0.53 -0.62 -0.89
O 1.06 0.37 -0.03
H 1.27 -0.86 -1.64
H 0.30 -1.52 -0.30
H -0.37 -0.28 -1.41
H 0.37 0.57 0.63
C -3.65 -0.53 -1.12
O -4.01 0.83 -0.99
H -4.31 -1.19 -0.55
H -3.68 -0.88 -2.16
H -2.64 -0.69 -0.75
H -4.89 0.89 -0.63
C -2.19 0.61 2.02
O -0.93 -0.02 1.79
H -2.21 1.24 2.90
H -2.45 1.14 1.10
H -3.02 -0.12 2.10
H -0.79 -0.65 2.52
C -0.99 2.67 -1.71
O 0.30 3.02 -1.25
H -0.97 1.71 -2.24
H -1.75 2.62 -0.93
H -1.34 3.43 -2.41
H 0.65 2.25 -0.80
C 3.68 2.10 1.43
O 3.17 0.83 1.79
H 4.36 2.04 0.57
H 2.87 2.80 1.19
H 4.23 2.50 2.28
H 2.66 0.50 1.03
C 1.02 -3.81 -2.51
O 1.32 -4.86 -1.60
H 0.23 -3.21 -2.07
H 1.89 -3.17 -2.66
H 0.75 -4.23 -3.48
H 0.56 -5.45 -1.59
```

Results
Highest occupied orbital energy = -9.57 eV
Strongest force on any atom = 0.018 Eh/bohr
DFT total energy = -1041.49506 hartree
Molar mass = 288.38 g mol⁻¹



(3)
ORCA calculation (wB97M-V/def2-TZVPD) on a cluster of 10 separate species, C9H37O14 in total at a distorted geometry.

The geometry in XYZ format:
```
60
Properties=species:S:1:pos:R:3
C 2.06 0.14 -0.81
O 1.14 1.14 -1.20
H 2.35 0.19 0.24
H 1.81 -0.91 -0.99
H 2.98 0.33 -1.36
C -5.29 -1.51 -2.99
C -4.03 -1.77 -2.18
O -2.96 -1.45 -3.08
O -5.39 -0.13 -3.37
H -6.10 -1.60 -2.27
H -5.66 -2.04 -3.87
H -3.82 -2.80 -1.89
H -3.95 -1.18 -1.27
H -2.27 -1.08 -2.54
H -4.58 0.11 -3.83
C -4.17 6.87 -3.07
C -3.60 5.50 -2.78
O -2.25 5.48 -2.99
O -3.81 7.77 -1.98
H -5.25 6.82 -2.94
H -3.84 7.27 -4.03
H -3.92 4.88 -3.62
H -3.83 4.97 -1.85
H -1.81 4.72 -2.63
H -4.62 7.75 -1.48
C -0.01 -5.60 1.53
C -0.82 -4.73 2.55
O -2.09 -5.25 2.79
O -0.10 -5.14 0.19
H -0.14 -6.68 1.49
H 1.03 -5.55 1.83
H -0.78 -3.73 2.13
H -0.36 -4.85 3.53
H -2.44 -4.88 3.60
H 0.22 -4.27 -0.04
C 4.41 -3.30 5.54
C 3.57 -2.17 5.03
O 2.80 -1.82 6.11
O 5.18 -2.86 6.68
H 4.96 -3.86 4.78
H 3.79 -4.10 5.93
H 3.04 -2.50 4.13
H 4.23 -1.32 4.89
H 2.99 -2.41 6.85
H 5.43 -1.93 6.76
O 2.99 5.44 -0.63
H 3.54 5.76 -1.35
H 2.54 4.68 -1.00
O 2.69 0.54 -5.87
H 2.25 0.95 -6.61
H 2.27 0.91 -5.10
O -1.23 3.92 1.64
H -2.16 3.90 1.85
H -1.15 3.38 0.85
O 5.16 -3.83 -4.13
H 5.42 -3.31 -4.89
H 4.20 -3.88 -4.20
O 2.90 3.28 3.77
H 3.63 2.77 3.43
H 2.83 3.00 4.69
```

Results
Highest occupied orbital energy = -2.53 eV
Strongest force on any atom = 0.065 Eh/bohr
DFT total energy = -1418.25294 hartree
Molar mass = 369.38 g mol⁻¹
Charge = -1